1.
Computed, not measured: one molecule with the formula C4H7Cl in a non-equilibrium geometry, with ωB97M-V/def2-TZVPD.

For the orbital gap, the calculation gives 10.6 eV. The calculation puts the electronic energy at -616.751175 hartree. The SMILES is C=C(C)CCl. For the energy relative to the best compared isomer or geometry (same formula, charge and spin), the calculation gives 16.54 kcal/mol. The value obtained for the molar mass is 90.6 g/mol. The calculation puts the LUMO energy at 1.012 eV.

Geometry as ORCA input:
```
! wB97M-V def2-TZVPD RIJCOSX def2/J DEFGRID3
* xyz 0 1
C -0.9287 1.0480 -0.3709
C -0.1624 0.0504 0.0548
C -0.4392 -1.3919 -0.4167
C 1.0814 0.5620 0.7557
Cl 2.5117 -0.3696 0.0451
H -0.6731 2.1567 -0.1882
H -1.9223 0.8636 -0.7656
H -1.2096 -1.6569 0.3066
H -0.9036 -1.3831 -1.4189
H 0.4646 -1.9490 -0.3295
H 1.2506 1.7106 0.5556
H 0.9306 0.3592 1.7719
*
```

---

2.
Computed, not measured: one molecule with the formula C4H7Cl in a non-equilibrium geometry, with ωB97M-V/def2-TZVPD.

For the orbital gap, the calculation gives 10.1 eV. The calculation puts the electronic energy at -616.675760 hartree. The SMILES is C/C=C\CCl. For the energy relative to the best compared isomer or geometry (same formula, charge and spin), the calculation gives 63.86 kcal/mol. The value obtained for the molar mass is 90.6 g/mol. The calculation puts the LUMO energy at 1.017 eV.

Geometry as ORCA input:
```
! wB97M-V def2-TZVPD RIJCOSX def2/J DEFGRID3
* xyz 0 1
C -1.3869 -0.6262 -0.2983
C -0.8564 0.7847 -0.4171
C 0.3936 0.9016 0.1277
C 1.4175 -0.0705 0.7014
Cl 2.5554 -0.0220 -0.5730
H -0.8314 -1.6264 -0.0660
H -1.5464 -0.7497 -1.4733
H -2.2385 -0.8482 0.4026
H -1.4307 1.6321 -0.9834
H 0.6812 1.8059 0.4030
H 2.0331 0.0974 1.5990
H 1.2095 -1.2787 0.5773
*
```